Entry 1:
The following is a DFT calculation (wB97M-V/def2-TZVPD) of C33H45N5SV as an isolated structure in a non-equilibrium geometry.

Calculated values
E_tot   -2900.1675 Eh
Energy relative to the best compared isomer or geometry (same formula, charge and spin)   67.3 kcal per mole
Charge   -1
Spin multiplicity   3
Gap between HOMO and LUMO (alpha / beta)   3.743 / 3.744 eV
Lowest unoccupied orbital energy (alpha / beta)   2.28 / 2.28 eV
<S²>   2.032
HOMO energy (alpha / beta)   -1.5 / -1.5 eV

```
85
Properties=species:S:1:pos:R:3:forces:R:3:lowdin_spin:R:1
V 0.9140 0.0900 0.5643 -2.8 -5.0 1.0 1.057
N 1.0750 -2.9156 3.7684 0.2 -0.4 0.0 0.000
N -0.5939 -2.8407 -2.4982 1.4 -2.0 0.4 0.000
C 1.5074 1.8599 -0.3620 1.5 1.4 0.6 0.003
C 2.6331 1.0319 -0.0587 0.3 1.7 -0.2 0.028
C 2.6537 0.8308 1.3639 1.1 0.0 -0.1 0.009
C 3.4672 -0.1389 2.0920 2.0 2.4 -0.4 0.420
H 4.2609 -0.5441 1.4720 0.1 -0.3 0.2 0.016
H 2.6880 -1.2174 2.4167 -1.0 -1.0 -0.5 0.069
H 3.8343 0.2495 3.0369 0.1 -0.2 0.3 0.025
C 1.5068 1.4779 1.9290 -0.4 -0.1 -0.4 0.000
C 1.0329 1.3657 3.3230 -0.3 0.3 0.8 0.000
H 1.1020 2.3255 3.8543 0.1 0.0 0.1 -0.001
H 1.6080 0.6240 3.8884 -0.1 0.1 -0.1 -0.001
H -0.0219 1.0543 3.3604 0.5 0.2 0.0 0.000
C 0.8039 2.1297 0.8587 0.8 0.7 -0.7 0.008
C -0.4355 2.9286 0.9883 -0.6 0.4 0.1 0.007
H -1.2813 2.2976 1.2987 0.1 0.2 -0.1 0.000
H -0.7044 3.3858 0.0291 0.0 -0.1 0.2 0.000
H -0.3229 3.7292 1.7342 0.0 -0.1 -0.2 0.001
C 3.5534 0.4502 -1.0674 0.5 -0.1 -0.4 0.006
H 4.4817 1.0333 -1.1544 -0.1 -0.1 0.1 0.001
H 3.0930 0.4358 -2.0649 0.1 0.0 0.3 0.000
H 3.8339 -0.5808 -0.8182 0.0 0.2 -0.1 0.001
C 1.1970 2.4625 -1.6854 -0.2 0.0 -0.5 0.001
H 0.1158 2.5416 -1.8488 0.2 -0.1 -0.1 0.000
H 1.6181 1.8625 -2.4999 -0.2 0.1 0.0 0.000
H 1.6164 3.4799 -1.7787 0.0 -0.3 0.2 -0.001
C 0.3694 -3.8772 4.3687 -1.1 0.0 -0.8 0.000
H 0.5881 -4.0855 5.4204 -0.1 0.2 -0.2 0.000
C -0.6682 -4.5753 3.7222 0.5 0.2 0.8 -0.003
H -1.2762 -5.2613 4.3045 0.0 0.0 -0.2 0.000
C -0.8835 -4.3531 2.3609 0.6 0.2 -0.5 0.003
H -1.7029 -4.8455 1.8258 0.4 0.1 0.2 0.001
C -0.0022 -3.5186 1.6794 -0.3 0.1 0.5 0.011
H -0.0755 -3.3590 0.6034 -0.1 0.0 0.2 0.002
C 0.9492 -2.7541 2.4226 0.2 -0.1 0.0 0.041
C 1.7739 -1.7424 1.7774 -1.4 -0.3 -0.9 0.255
H 2.2031 -2.1127 0.8150 0.0 0.1 0.4 0.007
C -0.7067 -1.6103 -2.8835 0.8 -2.6 1.0 -0.001
C 0.4905 -3.3844 -3.1955 -0.8 0.6 -0.3 0.000
H 0.8593 -4.3731 -2.9755 0.0 -0.1 -0.3 0.000
C 0.9433 -2.4656 -4.0955 0.0 0.4 0.4 0.000
H 1.6428 -2.5618 -4.8993 0.2 0.0 0.1 0.000
N 0.1992 -1.2874 -3.8576 1.1 -1.1 -0.2 0.000
C 0.3053 -0.0060 -4.4420 -0.2 0.5 0.0 0.000
C 1.3810 0.4407 -5.2343 -0.7 0.2 0.1 0.000
C 1.1978 1.6273 -5.9591 0.0 -0.1 0.3 0.000
H 1.9877 1.9527 -6.6409 -0.1 0.0 0.2 0.000
C 0.0488 2.4058 -5.8242 0.0 -0.3 0.0 0.000
C -0.1604 3.6014 -6.7089 -0.1 0.3 -0.2 0.000
H -0.7050 4.3936 -6.1844 0.1 -0.1 -0.1 0.000
H -0.7497 3.3444 -7.6008 0.1 0.0 0.2 0.000
H 0.7917 4.0117 -7.0640 -0.1 0.0 0.1 0.000
C -0.8977 2.0448 -4.8615 0.5 -0.1 -0.7 0.000
H -1.7587 2.6989 -4.7028 0.2 -0.3 0.2 0.000
C -0.7655 0.8605 -4.1251 -0.1 0.6 -0.2 0.000
C -1.6457 0.5116 -3.0079 -2.5 3.5 0.0 0.000
H -1.4450 -0.7638 -2.6020 0.2 0.3 -0.1 0.000
H -2.7134 0.5197 -3.2554 -0.1 0.6 -0.1 0.000
H -1.4590 1.0966 -2.0971 0.0 0.0 -0.1 0.000
C 2.7211 -0.2202 -5.2537 0.5 -0.1 -0.4 0.000
H 2.6964 -1.2237 -5.6917 0.2 0.2 0.1 0.000
H 3.1671 -0.2773 -4.2474 -0.2 -0.2 -0.3 0.000
H 3.3940 0.3859 -5.8752 -0.1 -0.1 0.2 0.000
C -2.5944 2.1899 4.1566 0.3 0.3 0.2 0.000
C -3.6848 1.2857 3.6320 -0.3 -0.8 -0.8 0.000
N -3.3044 0.4640 2.4396 -0.4 0.8 0.3 0.005
C -2.1434 -0.1953 2.2906 1.1 -0.9 -0.6 0.008
S -1.5060 -0.4416 0.6877 -1.1 0.2 0.8 0.019
N -1.5145 -0.7201 3.3693 -0.5 -0.4 -0.2 0.004
C -2.2103 -1.2287 4.5842 0.8 0.6 -0.3 0.000
C -3.3967 -2.1192 4.2995 -0.2 -0.2 0.0 0.000
H -1.7980 1.6338 4.6632 -0.1 0.1 -0.2 0.000
H -3.0300 2.8754 4.8915 0.0 -0.1 0.0 0.000
H -2.1526 2.8034 3.3622 -0.1 -0.2 0.1 0.000
H -4.0513 0.5978 4.4012 0.0 0.3 0.0 0.000
H -4.5393 1.8894 3.3033 0.2 -0.2 0.0 0.000
H -3.7396 0.7309 1.5559 0.5 -0.1 0.4 0.000
H -0.6504 -1.2191 3.1353 -0.3 0.3 0.0 0.000
H -1.4468 -1.7811 5.1467 -0.2 0.2 -0.2 0.000
H -2.4794 -0.3569 5.1891 -0.1 -0.3 0.1 0.000
H -3.0935 -3.0126 3.7435 0.0 0.2 0.0 0.000
H -3.8207 -2.4499 5.2533 0.0 0.0 -0.1 0.000
H -4.1746 -1.5920 3.7385 0.1 -0.1 0.0 0.000
```
Forces are in eV/Å.

***

Entry 2:
The following is a DFT calculation (wB97M-V/def2-TZVPD) of a 2-piece molecular cluster, C33H45OSi overall in a non-equilibrium geometry.

Calculated values
E_tot   -1648.9227 Eh
Energy relative to the best compared isomer or geometry (same formula, charge and spin)   27.2 kcal per mole
Charge   +1
Spin multiplicity   1
Gap between HOMO and LUMO   5.125 eV
Lowest unoccupied orbital energy   -5.41 eV
HOMO energy   -10.5 eV

```
80
Properties=species:S:1:pos:R:3:forces:R:3:lowdin_charge:R:1
C -3.1431 -2.5558 -1.6759 -0.2 -0.2 -0.2 -0.184
Si -2.4884 -1.5983 -0.2225 0.0 0.3 0.1 0.538
C -3.8332 -1.0103 0.9284 -0.3 0.0 0.0 -0.169
C -1.3105 -2.6759 0.7590 0.3 0.0 -0.1 -0.162
C -1.6302 0.0073 -0.8548 0.4 0.4 -0.5 -0.314
C -1.7273 0.7869 -1.9616 0.0 -0.8 1.0 0.039
O -0.6052 0.2202 0.0882 0.7 0.3 0.2 -0.099
C -0.7415 1.1451 1.1288 -0.3 0.0 -0.7 -0.262
C -0.7557 0.6796 2.4427 -0.4 0.1 -0.1 -0.016
C -1.1847 1.5503 3.4450 0.5 0.2 -0.2 -0.071
C -1.4076 2.8997 3.1422 -0.2 0.0 0.1 -0.092
C -1.2328 3.3734 1.8399 0.2 0.0 -0.2 -0.079
C -0.8857 2.4931 0.8107 -0.3 -0.2 0.7 -0.015
H -3.6864 -3.4454 -1.3265 0.1 0.2 -0.1 0.039
H -3.8359 -1.9506 -2.2738 0.1 -0.1 0.1 0.020
H -2.3272 -2.8933 -2.3287 -0.2 0.1 0.1 0.037
H -4.3978 -1.8619 1.3308 0.1 0.2 -0.1 0.039
H -3.4230 -0.4457 1.7745 0.0 -0.1 -0.2 0.030
H -4.5283 -0.3542 0.3910 0.0 -0.1 0.1 0.034
H -1.8274 -3.5846 1.0995 0.0 0.2 -0.2 0.043
H -0.4553 -2.9944 0.1511 -0.1 0.0 0.1 0.042
H -0.9110 -2.1841 1.6538 -0.1 0.0 -0.3 0.015
H -1.0603 1.6346 -2.1567 -0.3 -0.3 0.2 0.059
H -2.4950 0.5537 -2.7013 0.2 0.0 0.3 0.024
H -0.4768 -0.3552 2.6474 -0.3 0.3 0.0 0.109
H -1.3192 1.1716 4.4614 0.1 0.2 -0.3 0.111
H -1.7110 3.5839 3.9390 0.1 -0.2 -0.3 0.105
H -1.3573 4.4328 1.5985 0.0 -0.3 0.2 0.105
H -0.7435 2.8014 -0.2212 -0.2 0.1 0.3 0.101
C -0.3360 3.8998 -12.4016 0.1 0.2 -0.2 -0.048
C -0.2546 3.2447 -11.0511 -0.1 -0.1 0.4 -0.259
C -1.1538 2.2395 -10.6997 0.3 0.2 0.0 -0.014
C -1.1010 1.5765 -9.4716 0.2 0.4 -0.2 -0.201
C -2.1175 0.4757 -9.3247 -0.5 -0.4 -0.1 -0.052
C -0.1347 1.9501 -8.5126 -0.2 0.0 -0.3 -0.117
C -0.0082 1.2157 -7.1710 -0.2 0.4 0.1 -0.299
C 0.4389 -0.2354 -7.3698 0.1 -0.1 0.1 -0.038
C -1.3000 1.2603 -6.2896 0.5 -0.4 -0.4 -0.128
C -1.6732 2.5884 -5.7714 -1.0 0.4 -0.5 0.146
C -2.9295 3.0278 -5.3196 0.5 -0.1 0.0 -0.093
C -3.1739 4.4517 -5.2294 -0.2 0.4 0.6 -0.161
C -2.1912 5.4429 -5.7676 0.1 0.4 -0.2 -0.030
C -4.3485 4.9297 -4.6610 0.6 0.0 -0.5 0.021
C -5.3524 4.0751 -4.1977 0.2 0.0 0.0 -0.197
C -6.5938 4.6267 -3.5637 -0.2 -0.2 0.1 -0.014
C -5.1615 2.6962 -4.3438 0.3 -0.4 -0.3 0.025
C -4.0122 2.1535 -4.9163 -0.6 0.0 0.1 -0.142
C -3.9758 0.6725 -5.1122 -0.2 -0.4 0.2 -0.030
C 0.7835 2.9650 -8.8617 -0.2 -0.1 0.0 -0.213
C 1.8945 3.3846 -7.9321 0.2 0.2 0.0 -0.048
C 0.7072 3.6038 -10.1038 -0.2 -0.2 -0.1 -0.003
H 0.4439 4.6619 -12.4986 -0.2 -0.1 -0.1 0.077
H -0.2092 3.1734 -13.2165 0.0 0.1 0.3 0.089
H -1.3111 4.3807 -12.5616 0.2 -0.1 0.1 0.087
H -1.9125 1.9403 -11.4248 0.1 0.0 0.1 0.128
H -1.9594 -0.1882 -8.4759 -0.1 0.1 -0.2 0.046
H -3.1368 0.8882 -9.2524 0.2 -0.1 0.1 0.094
H -2.1151 -0.1537 -10.2297 0.0 0.2 0.3 0.100
H 0.7829 1.7017 -6.5832 -0.2 0.0 -0.1 0.121
H 1.3814 -0.2478 -7.9253 -0.1 -0.1 0.1 0.098
H 0.5975 -0.7288 -6.4051 0.0 0.0 -0.1 0.088
H -0.2935 -0.8201 -7.9311 0.2 0.0 0.1 0.071
H -2.1457 0.8639 -6.8650 0.2 0.0 0.4 0.096
H -1.1250 0.5580 -5.4573 -0.2 0.1 0.0 0.143
H -0.8851 3.3409 -5.9028 -0.4 -0.1 0.2 0.129
H -2.5921 6.4542 -5.6358 0.2 -0.2 0.0 0.091
H -1.2135 5.3960 -5.2689 -0.2 0.0 -0.1 0.099
H -2.0262 5.2913 -6.8439 0.0 0.0 0.3 0.106
H -4.5222 6.0033 -4.6087 0.2 -0.2 0.0 0.134
H -7.2517 3.8086 -3.2558 0.1 0.2 0.0 0.088
H -6.3467 5.2185 -2.6732 0.1 -0.1 -0.2 0.105
H -7.1562 5.2904 -4.2347 0.3 -0.2 0.0 0.105
H -5.9699 2.0298 -4.0376 0.3 0.1 0.0 0.130
H -4.8093 0.2036 -4.5735 0.2 0.1 -0.1 0.096
H -4.1129 0.4175 -6.1739 0.2 0.1 0.2 0.107
H -3.0439 0.2136 -4.7606 -0.3 0.1 -0.2 0.067
H 2.4832 4.1657 -8.4297 -0.1 -0.2 0.3 0.081
H 1.5175 3.8021 -6.9862 0.1 -0.1 -0.2 0.076
H 2.5771 2.5559 -7.6910 -0.2 0.2 0.0 0.092
H 1.4322 4.3872 -10.3438 -0.2 -0.3 0.1 0.119
```
Forces are in eV/Å.